Formula: C22H27N3O6
Source: OMol25
Level of theory: the ωB97M-V functional and the def2-TZVPD basis

```
! wB97M-V def2-TZVPD RIJCOSX def2/J DEFGRID3
* xyz 0 1
C -3.50804 1.41015 -3.52721
C -2.05156 1.67237 -3.17292
O -2.01687 2.61723 -2.13052
C -0.71894 3.06921 -1.84621
C -0.61549 3.52592 -0.38571
O -1.57913 2.94319 0.46825
C -1.19990 1.79276 1.10560
C -0.84155 0.68795 0.33494
C -0.51310 -0.50477 0.95787
C -0.57199 -0.62281 2.34329
C -0.94579 0.48025 3.09087
C -1.25183 1.70655 2.50034
C -1.62495 2.82316 3.45818
O -1.82011 4.08628 2.88583
C -3.18236 4.38627 2.62650
C -0.24217 -1.92758 2.94349
O -0.69613 -2.29806 3.99681
C 0.72139 -2.76076 2.18218
C 1.54135 -3.66836 2.83550
C 2.46835 -4.40122 2.12311
C 2.59047 -4.23675 0.74438
O 3.54338 -5.00958 0.14358
C 1.76225 -3.35514 0.03777
C 1.92827 -3.21004 -1.44980
C 2.57971 -1.86500 -1.93711
N 2.88442 -0.96112 -0.82805
N 1.76184 -1.16410 -2.92390
N 3.82614 -2.22347 -2.63782
C 0.82365 -2.63321 0.79070
C -0.11038 -1.67994 0.13757
O -0.52827 -1.80211 -0.98853
H -4.08948 1.45947 -2.61014
H -3.87271 2.16111 -4.21830
H -3.64269 0.41569 -3.94077
H -1.54172 2.04955 -4.06211
H -1.58013 0.73103 -2.87457
H -0.43622 3.89169 -2.50715
H 0.00348 2.26776 -2.04088
H -0.80741 4.59631 -0.35234
H 0.39880 3.37975 -0.01847
H -0.84149 0.71673 -0.74145
H -0.99436 0.38284 4.16747
H -0.80696 2.92049 4.17430
H -2.48626 2.49302 4.04096
H -3.65107 4.80340 3.51697
H -3.21488 5.10729 1.81669
H -3.72508 3.50546 2.28913
H 1.45141 -3.78773 3.90509
H 3.11880 -5.10655 2.61468
H 3.84101 -4.59394 -0.67040
H 2.57500 -3.99823 -1.82027
H 0.97581 -3.32629 -1.94578
H 2.15852 -0.28028 -0.65105
H 3.76100 -0.48684 -0.97116
H 1.08190 -0.57338 -2.46850
H 1.25490 -1.82163 -3.50154
H 4.13230 -1.36503 -3.08815
H 4.52483 -2.41897 -1.92122
*
```

Output
Energy relative to the best compared isomer or geometry (same formula, charge and spin)   2.729 eV
Energy   -40006.27528 eV
Molar mass   429.47 g mol⁻¹
LUMO   -0.652 eV



Formula: C3H6O2S
Source: OMol25
Level of theory: the ωB97M-V functional and the def2-TZVPD basis

```
! wB97M-V def2-TZVPD RIJCOSX def2/J DEFGRID3
* xyz 0 1
O -1.16967 -1.77841 -0.71526
C -0.27315 -1.01988 -0.92656
O 0.65282 -1.30624 -1.90570
C -0.07381 0.35112 -0.38366
C -0.33276 0.45198 1.12873
S 1.03822 1.18219 2.11748
H 0.55037 -2.26642 -2.10197
H -0.83859 0.87768 -0.96854
H 0.92326 0.69559 -0.63675
H -1.24320 0.98102 1.37497
H -0.34904 -0.56356 1.52109
H 1.11555 2.39493 1.49617
*
```

Output
Energy relative to the best compared isomer or geometry (same formula, charge and spin)   0.285 eV
Energy   -18138.66268 eV
Molar mass   106.15 g mol⁻¹
LUMO   0.697 eV